Version one
Molecular formula: C4H9N
Method: DFT, the ωB97M-V functional and the def2-TZVPD basis

The geometry in XYZ format:
```
14
Properties=species:S:1:pos:R:3
N 0.074 0.418 0.426
C -0.080 -0.968 0.164
C -1.319 -1.042 -0.913
C -1.127 0.188 -1.685
C 0.044 1.033 -0.927
H 3.413 0.746 4.462
H -0.440 -1.527 1.046
H 0.864 -1.470 -0.227
H 2.896 1.221 4.653
H -1.821 -1.971 -1.239
H -1.947 -0.091 -0.714
H -1.208 0.357 -2.753
H -0.359 2.032 -0.822
H 1.010 1.073 -1.471
```

Calculated values
HOMO in eV: -6.5

natural (NBO) atomic charge list, values in e, 6 entries:
1 N -0.706
2 C -0.202
3 C -0.285
4 C -0.071
5 C -0.302
6 H -0.003


Version two
Molecular formula: C4H9N
Method: DFT, the ωB97M-V functional and the def2-TZVPD basis

The geometry in XYZ format:
```
14
Properties=species:S:1:pos:R:3
C -1.261 -0.791 -0.425
C -0.472 0.208 0.383
C -1.093 1.267 0.905
C 1.750 -0.324 -0.516
N 0.874 -0.095 0.639
H -0.633 -1.438 -1.062
H -1.821 -0.306 -1.218
H -1.690 -1.437 0.346
H -2.158 1.377 0.756
H -0.647 2.048 1.515
H 2.196 -1.320 -0.453
H 2.416 0.535 -0.668
H 1.190 -0.269 -1.458
H 1.349 0.545 1.257
```

Calculated values
SMILES: C=C(C)NC
HOMO in eV: -8.1

natural (NBO) atomic charge list, values in e, 6 entries:
1 C -0.674
2 C 0.197
3 C -0.515
4 C -0.422
5 N -0.625
6 H 0.213


Version three
Molecular formula: C4H9N
Method: DFT, the ωB97M-V functional and the def2-TZVPD basis

The geometry in XYZ format:
```
14
Properties=species:S:1:pos:R:3
C 0.548 -0.865 -1.601
C 0.543 -0.303 -0.225
C 1.217 0.786 0.508
N -0.227 0.578 0.383
C -1.365 1.095 0.763
H 1.368 -1.587 -1.699
H -0.392 -1.392 -1.811
H 0.688 -0.077 -2.362
H -0.677 -1.602 1.141
H 1.618 1.675 -0.005
H 1.625 0.612 1.508
H -2.280 0.681 0.356
H -1.301 -1.469 1.525
H -1.363 1.869 1.520
```

Calculated values
HOMO in eV: -7.1

natural (NBO) atomic charge list, values in e, 6 entries:
1 C -0.648
2 C 0.021
3 C -0.228
4 N -0.203
5 C -0.317
6 H 0.229


How do the energies compare? Relative to the most stable structure, in hartree: version one 0.2346; version two 0.0000; version three 0.1283.


Version one
Molecular formula: C4H9N
Method: DFT, the ωB97M-V functional and the def2-TZVPD basis

The geometry in XYZ format:
```
14
Properties=species:S:1:pos:R:3
C -0.388 1.410 -1.295
C 0.640 -0.044 -0.589
C 0.909 0.565 0.768
N 0.310 -0.712 0.557
C -0.579 -1.707 1.100
H 0.319 2.145 -1.726
H -0.883 0.880 -2.085
H -1.190 2.071 -0.849
H 1.166 -0.538 -1.412
H 0.235 1.416 0.404
H 1.840 0.534 1.353
H -0.028 -2.651 1.250
H -0.968 -1.395 2.073
H -1.414 -1.908 0.421
```

Calculated values
HOMO in eV: -8.2

natural (NBO) atomic charge list, values in e, 6 entries:
1 C -0.774
2 C 0.038
3 C -0.273
4 N -0.441
5 C -0.396
6 H 0.205


Version two
Molecular formula: C4H9N
Method: DFT, the ωB97M-V functional and the def2-TZVPD basis

The geometry in XYZ format:
```
14
Properties=species:S:1:pos:R:3
C -0.388 -2.354 -2.567
N 0.481 -2.534 -3.515
H -0.624 -1.434 -1.956
H -0.847 -3.189 -1.915
H 0.742 -3.553 -3.649
C -0.772 1.155 0.814
C 0.263 1.064 1.939
C 1.059 2.077 2.277
H -1.538 0.397 0.690
H -1.072 2.152 0.615
H -0.354 1.192 -0.225
H 0.209 0.109 2.551
H 1.718 1.914 3.194
H 1.122 3.004 1.748
```

Calculated values
SMILES: C=CC.C=N
HOMO in eV: -9.5

natural (NBO) atomic charge list, values in e, 6 entries:
1 C -0.054
2 N -0.597
3 H 0.174
4 H 0.132
5 H 0.345
6 C -0.689


How do the energies compare? Relative to the most stable structure, in hartree: version one 0.0787; version two 0.0000.


Version one
Molecular formula: C4H9N
Method: DFT, the ωB97M-V functional and the def2-TZVPD basis

The geometry in XYZ format:
```
14
Properties=species:S:1:pos:R:3
C 1.680 -1.011 -0.438
N -0.821 0.269 -1.253
C -0.392 0.352 0.062
C 0.823 -0.099 0.399
C -1.370 0.832 1.066
H 1.230 -1.996 -0.591
H 2.051 -0.560 -1.361
H 2.572 -1.230 0.107
H -0.102 0.235 -1.952
H -1.760 0.253 -1.599
H 1.149 0.007 1.413
H -1.557 1.914 1.115
H -1.125 0.587 2.102
H -2.378 0.448 0.930
```

Calculated values
SMILES: C/C=C(/C)N
HOMO in eV: -7.7

natural (NBO) atomic charge list, values in e, 6 entries:
1 C -0.647
2 N -0.839
3 C 0.187
4 C -0.302
5 C -0.648
6 H 0.213


Version two
Molecular formula: C4H9N
Method: DFT, the ωB97M-V functional and the def2-TZVPD basis

The geometry in XYZ format:
```
14
Properties=species:S:1:pos:R:3
C -1.516 -1.827 -0.167
C -0.874 -0.675 -0.108
N 0.477 -0.427 -0.102
C 0.781 0.888 -0.500
C 0.945 1.711 0.815
H -2.585 -1.982 -0.434
H -1.064 -2.830 -0.066
H -1.490 0.203 0.170
H 1.185 -1.242 -0.204
H -0.033 1.261 -1.105
H 1.651 1.017 -1.261
H 1.094 2.844 0.608
H 1.800 1.304 1.360
H 0.082 1.825 1.408
```

Calculated values
SMILES: C=CNCC
HOMO in eV: -7.8

natural (NBO) atomic charge list, values in e, 6 entries:
1 C -0.529
2 C 0.004
3 N -0.645
4 C -0.215
5 C -0.616
6 H 0.211


How do the energies compare? Relative to the most stable structure, in hartree: version one 0.0000; version two 0.0440.


Version one
Molecular formula: C3H2N4
Method: DFT, the ωB97M-V functional and the def2-TZVPD basis

The geometry in XYZ format:
```
9
Properties=species:S:1:pos:R:3
N -2.743 0.165 -0.558
C -1.666 0.589 -0.498
C -0.357 1.145 -0.446
C 0.584 0.682 0.360
N 1.501 0.214 1.005
N 0.904 -3.041 -0.268
N 0.109 -2.295 -0.427
H -0.122 1.993 -1.076
H 1.654 0.569 1.946
```

Calculated values
SMILES: N#CC=C=N.N#N
HOMO in eV: -9.8

natural (NBO) atomic charge list, values in e, 6 entries:
1 N -0.310
2 C 0.272
3 C -0.556
4 C 0.505
5 N -0.592
6 N 0.008


Version two
Molecular formula: C3H2N4
Method: DFT, the ωB97M-V functional and the def2-TZVPD basis

The geometry in XYZ format:
```
9
Properties=species:S:1:pos:R:3
C -1.686 0.286 -0.163
C -0.325 0.128 -0.127
C 1.613 -0.820 -0.033
H 2.481 -1.395 0.054
H 2.622 0.967 0.597
N -2.835 -0.199 0.179
N 0.244 -1.112 -0.005
N 1.689 0.457 0.029
N 0.514 1.263 -0.019
```

Calculated values
SMILES: N#Cc1nc[nH]n1
HOMO in eV: -10.3

natural (NBO) atomic charge list, values in e, 6 entries:
1 C 0.225
2 C 0.133
3 C 0.183
4 H 0.221
5 H 0.430
6 N -0.207


How do the energies compare? Relative to the most stable structure, in hartree: version one 0.0000; version two 0.1096.


Version one
Molecular formula: C14H16O
Method: DFT, the ωB97M-V functional and the def2-TZVPD basis

The geometry in XYZ format:
```
31
Properties=species:S:1:pos:R:3
C 0.142 -4.605 1.215
C 0.149 -2.098 1.020
C 0.720 -3.253 1.518
C 0.587 -0.825 1.394
C 1.692 -0.700 2.202
C 1.811 -3.101 2.372
C 2.298 -1.856 2.708
H -0.754 -2.108 0.424
H -0.023 -0.011 1.038
H -0.513 -4.567 0.349
H -0.472 -4.929 2.061
H 2.157 0.248 2.428
H 2.319 -3.978 2.756
H 3.105 -1.758 3.419
H 0.891 -5.371 1.034
C -2.692 1.834 -3.210
C 0.378 2.832 -0.375
C 0.680 2.818 -1.728
C -0.898 2.554 0.077
C -0.320 2.522 -2.650
C -1.888 2.338 -0.868
C -1.613 2.254 -2.234
O 1.352 2.988 0.571
H 1.674 3.054 -2.075
H 2.212 3.109 0.160
H -1.167 2.661 1.114
H -0.034 2.523 -3.700
H -2.931 2.180 -0.602
H -3.538 2.519 -3.133
H -2.994 0.800 -3.044
H -2.329 1.927 -4.242
```

Calculated values
SMILES: Cc1ccc(O)cc1.Cc1ccccc1
HOMO in eV: -8.4

natural (NBO) atomic charge list, values in e, 6 entries:
1 C -0.630
2 C -0.218
3 C -0.009
4 C -0.208
5 C -0.214
6 C -0.221


Version two
Molecular formula: C14H16O
Method: DFT, the ωB97M-V functional and the def2-TZVPD basis

The geometry in XYZ format:
```
31
Properties=species:S:1:pos:R:3
C -0.600 -3.735 -0.204
C -0.688 -1.467 0.754
C -0.987 -2.797 0.892
C -1.059 -0.485 1.704
C -1.559 -0.989 2.896
C -1.833 -3.182 1.911
C -2.014 -2.338 2.985
H -0.251 -0.987 -0.112
H -1.023 0.635 1.455
H -0.782 -3.251 -1.232
H -1.029 -4.743 -0.189
H -1.529 -0.291 3.579
H -2.198 -4.142 1.916
H -2.706 -2.707 3.769
H 0.514 -3.780 0.004
C 2.201 0.962 -3.714
C 0.527 2.309 -0.069
C 1.821 2.498 -0.400
C -0.337 1.814 -1.032
C 2.393 2.099 -1.610
C 0.207 1.423 -2.180
C 1.559 1.576 -2.487
O -0.110 2.487 1.150
H 2.467 2.940 0.291
H 0.499 2.928 1.830
H -1.418 1.716 -0.607
H 3.466 2.092 -1.766
H -0.357 1.070 -2.946
H 2.036 1.586 -4.663
H 2.051 -0.098 -3.872
H 3.350 1.004 -3.338
```

Calculated values
SMILES: Cc1ccc(O)cc1.Cc1ccccc1
HOMO in eV: -8.6

natural (NBO) atomic charge list, values in e, 6 entries:
1 C -0.630
2 C -0.236
3 C -0.017
4 C -0.198
5 C -0.227
6 C -0.224


Version three
Molecular formula: C14H16O
Method: DFT, the ωB97M-V functional and the def2-TZVPD basis

The geometry in XYZ format:
```
31
Properties=species:S:1:pos:R:3
C 1.206 2.035 2.499
C 1.420 1.804 -0.031
C 0.672 2.136 1.081
C 0.693 1.706 -1.295
C -0.642 2.085 -1.418
C -0.743 2.576 0.942
C -1.376 2.595 -0.271
H 2.300 1.191 0.091
H 1.110 1.139 -2.085
H 0.676 2.717 3.138
H 2.098 2.679 2.536
H -1.069 2.032 -2.405
H -1.162 2.824 1.891
H -2.456 2.829 -0.499
H 1.464 1.043 2.648
C 0.487 -1.912 2.510
C 0.825 -2.700 0.128
C 0.126 -1.910 1.083
C 0.429 -2.678 -1.210
C -0.734 -0.929 0.655
C -0.543 -1.833 -1.648
C -1.146 -0.966 -0.663
O -0.794 -1.768 -3.001
H 1.573 -3.393 0.472
H 0.877 -3.476 -1.907
H 1.041 -0.967 2.689
H 1.198 -2.695 2.947
H -1.209 -0.273 1.365
H -2.074 -0.511 -1.032
H -1.715 -1.258 -3.105
H -0.343 -1.786 3.101
```

Calculated values
SMILES: Cc1ccc(O)cc1.Cc1ccccc1
HOMO in eV: -8.1

natural (NBO) atomic charge list, values in e, 6 entries:
1 C -0.668
2 C -0.245
3 C 0.035
4 C -0.179
5 C -0.237
6 C -0.246


How do the energies compare? Relative to the most stable structure, in hartree: version one 0.0000; version two 0.0909; version three 0.0728.


Version one
Molecular formula: H21O11
Method: DFT, the ωB97M-V functional and the def2-TZVPD basis

The geometry in XYZ format:
```
32
Properties=species:S:1:pos:R:3
O -0.401 -0.074 0.619
H -0.172 0.527 -0.095
O -1.123 -1.052 -1.863
H -0.835 -0.759 -1.016
H -0.442 -0.859 -2.528
O 1.919 1.102 1.101
H 1.813 1.647 0.302
H 1.070 0.636 0.967
O -1.811 -1.356 2.401
H -1.131 -0.976 1.827
H -1.413 -1.588 3.274
O -0.682 1.416 2.742
H -0.342 0.901 3.435
H -0.744 0.862 1.928
O -0.636 1.881 -2.397
H 0.144 2.191 -1.975
H -0.304 1.693 -3.289
O 0.150 -3.190 -0.632
H -0.232 -2.531 -1.235
H 0.408 -2.746 0.202
O 1.735 -0.343 -2.070
H 2.072 -1.204 -1.745
H 1.353 -0.010 -1.236
O 1.041 -2.023 1.624
H 0.476 -2.552 2.247
H 0.458 -1.296 1.303
O 1.705 2.547 -1.190
H 1.618 3.455 -0.855
H 2.628 2.435 -1.329
O -3.022 0.580 0.012
H -2.174 0.388 0.347
H -3.125 0.299 -0.875
```

Calculated values
HOMO in eV: -6.6
Total charge: -1

natural (NBO) atomic charge list, values in e, 6 entries:
1 O -1.253
2 H 0.457
3 O -0.977
4 H 0.494
5 H 0.480
6 O -0.994


Version two
Molecular formula: H21O11
Method: DFT, the ωB97M-V functional and the def2-TZVPD basis

The geometry in XYZ format:
```
32
Properties=species:S:1:pos:R:3
O -0.989 -2.639 2.002
H -0.822 -1.650 1.954
H -0.677 1.656 1.710
O 0.232 1.467 1.852
H -2.909 -0.492 -3.162
H -4.489 1.836 0.886
O 2.274 -3.851 1.824
H -3.614 -0.219 -1.907
H 2.157 3.782 -1.943
O -1.340 0.539 -1.584
H 0.693 3.294 -2.201
H 0.988 1.750 -0.715
O 2.872 -0.319 1.827
H 2.734 -1.615 -1.299
H -0.896 -2.807 1.028
O 1.240 3.858 -1.601
H 1.816 -0.404 -1.474
H -3.319 2.782 1.472
O -4.263 2.499 1.491
H 2.220 -3.296 2.705
O -3.823 -0.306 -2.837
H 1.687 -3.614 1.130
H 0.784 -0.732 -0.009
O 0.192 -1.468 -0.162
H -0.419 -1.301 -0.862
H 0.603 1.348 0.971
O 2.647 -0.870 -1.853
H 2.089 -0.582 1.369
H -1.508 1.419 -2.090
O 1.046 0.822 -0.689
H 3.064 0.570 1.487
H -0.550 0.873 -0.950
```

Calculated values
HOMO in eV: -6.4
Total charge: -1

natural (NBO) atomic charge list, values in e, 6 entries:
1 O -0.970
2 H 0.482
3 H 0.447
4 O -0.978
5 H 0.478
6 H 0.477


How do the energies compare? Relative to the most stable structure, in hartree: version one 0.0000; version two 0.0255.